1) C4H10NO | ωB97M-V/def2-TZVPD

Last columns: bonded neighbours and bond lengths (Å).
Positions of all 16 atoms, in Å:
1 H -0.61435 -2.02754 2.08601  O8 0.994
2 C -0.00179 1.69236 -0.25970  C3 1.297, H7 1.108, N13 1.513
3 C -0.80842 2.27656 -1.09093  C2 1.297, H5 1.018, H11 1.063
4 C 0.26221 -0.85245 0.71241  O8 1.361, N13 1.532, H14 1.171, C15 1.611
5 H -1.69658 1.82166 -1.29259  C3 1.018
6 H 1.73223 -2.37135 0.01968  C15 1.139
7 H 0.88725 2.06134 0.28806  C2 1.108
8 O -0.73295 -1.66064 1.17005  H1 0.994, C4 1.361
9 H -1.15516 0.03490 -0.47525  N13 1.047
10 H 1.82607 -0.98754 -0.90858  C15 1.050
11 H -0.62106 3.26771 -1.42616  C3 1.063
12 H 0.56113 -2.18019 -1.16083  C15 1.050
13 N -0.53307 0.38657 0.29036  C2 1.513, C4 1.532, H9 1.047, H16 1.115
14 H 1.09167 -0.40305 1.40697  C4 1.171
15 C 1.07746 -1.57965 -0.47176  C4 1.611, H6 1.139, H10 1.050, H12 1.050
16 H -1.27464 0.52132 1.11225  N13 1.115

- HOMO-LUMO gap: 12.23 eV
- Charge: +1
- SMILES: C=C[NH2+][C@H](C)O

Results of the natural (NBO) charge analysis, in e, for atoms 1 through 4: H 0.527; C -0.051; C -0.316; C 0.270

---

2) C4H10NO | ωB97M-V/def2-TZVPD

Last columns: bonded neighbours and bond lengths (Å).
Positions of all 16 atoms, in Å:
1 C -1.10495 -0.50592 -0.35962  N8 1.289, H11 1.178, C14 1.439
2 H -3.13458 -0.22400 -0.09303  N8 1.030
3 H 1.25283 -1.81123 0.07618  C13 1.144
4 C 1.06330 0.69576 -1.01515  H7 1.080, H9 1.094, H10 1.061, C14 1.539
5 H 0.64016 1.54926 1.22017  O15 0.958
6 H 0.38614 -1.52751 1.74740  C13 1.071
7 H 1.76379 -0.04520 -1.37048  C4 1.080
8 N -2.17316 0.14195 -0.04293  C1 1.289, H2 1.030, H12 1.090
9 H 0.37172 1.02751 -1.79542  C4 1.094
10 H 1.71861 1.49845 -0.78749  C4 1.061
11 H -1.21024 -1.52045 -0.94979  C1 1.178
12 H -2.01475 1.16509 0.29691  N8 1.090
13 C 0.82910 -1.10376 0.86972  H3 1.144, H6 1.071, C14 1.598, H16 1.042
14 C 0.13958 0.08521 0.05392  C1 1.439, C4 1.539, C13 1.598, O15 1.403
15 O -0.17351 1.13139 0.93503  H5 0.958, C14 1.403
16 H 1.64596 -0.55654 1.21459  C13 1.042

- HOMO-LUMO gap: 10.52 eV
- Charge: +1
- SMILES: CC(C)(O)C=[NH2+]

Results of the natural (NBO) charge analysis, in e, for atoms 1 through 4: C 0.291; H 0.450; H 0.234; C -0.625

---

3) C4H10NO | ωB97M-V/def2-TZVPD

Last columns: bonded neighbours and bond lengths (Å).
Positions of all 16 atoms, in Å:
1 H 0.85344 0.85299 -1.53777  C3 1.092
2 H -2.22108 -0.97811 0.41381  N7 1.026
3 C 0.62569 0.05124 -0.83193  H1 1.092, H5 1.102, C12 1.522, C13 1.512
4 H -1.94056 2.04720 -0.36754  C11 1.084
5 H 0.46199 -0.79180 -1.52192  C3 1.102
6 O 1.71658 -0.20150 1.25366  C13 1.205
7 N -1.19806 -0.99383 0.48759  H2 1.026, H8 1.021, C12 1.545, H15 1.022
8 H -0.86523 -1.81226 -0.02348  N7 1.021
9 H -1.36768 1.32839 -1.82012  C11 1.092
10 H 2.79084 -0.45246 -0.40631  C13 1.098
11 C -1.70674 1.08540 -0.81039  H4 1.084, H9 1.092, C12 1.526, H16 1.087
12 C -0.62726 0.34916 -0.02135  C3 1.522, N7 1.545, C11 1.526, H14 1.082
13 C 1.82026 -0.22461 0.05366  C3 1.512, O6 1.205, H10 1.098
14 H -0.38875 0.85069 0.90675  C12 1.082
15 H -0.98514 -1.10313 1.48167  N7 1.022
16 H -2.58922 0.46932 -0.96239  C11 1.087

- HOMO-LUMO gap: 10.72 eV
- Charge: +1
- SMILES: C[C@@H]([NH3+])CC=O

Results of the natural (NBO) charge analysis, in e, for atoms 1 through 4: H 0.277; H 0.442; C -0.546; H 0.259

---

4) C4H10NO | ωB97M-V/def2-TZVPD

Last columns: bonded neighbours and bond lengths (Å).
Positions of all 16 atoms, in Å:
1 C 0.29897 -0.80371 -0.34622  N2 1.298, H5 1.089, C12 1.478
2 N -0.62383 -0.06584 0.19097  C1 1.298, C11 1.468, C13 1.560
3 H 1.95252 -0.40796 -1.43883  C12 1.080
4 O 2.31405 0.37476 0.34808  C12 1.329, H14 0.967
5 H 0.07861 -1.68697 -0.94395  C1 1.089
6 H -2.80481 0.39165 0.24929  C13 1.095
7 H -1.14124 1.96613 0.10898  C11 1.113
8 H -0.69867 1.39118 1.71698  C11 1.071
9 H 0.67714 1.56093 0.64319  C11 1.154
10 H -2.60822 -1.34991 0.42771  C13 1.099
11 C -0.44798 1.30781 0.67942  N2 1.468, H7 1.113, H8 1.071, H9 1.154
12 C 1.75945 -0.58154 -0.39024  C1 1.478, H3 1.080, O4 1.329, H16 1.118
13 C -2.12932 -0.44242 0.03451  N2 1.560, H6 1.095, H10 1.099, H15 1.146
14 H 3.22687 0.55237 0.08216  O4 0.967
15 H -2.11859 -0.63587 -1.09536  C13 1.146
16 H 2.26506 -1.57059 -0.26669  C12 1.118

- HOMO-LUMO gap: 10.65 eV
- Charge: +1
- SMILES: C[N+](C)=CCO

Results of the natural (NBO) charge analysis, in e, for atoms 1 through 4: C 0.265; N -0.242; H 0.226; O -0.694

---

Stability summary - winner: 3); margin: 0.0306 hartree.

---

1) C4H10NO | ωB97M-V/def2-TZVPD

Last columns: bonded neighbours and bond lengths (Å).
Positions of all 16 atoms, in Å:
1 O 2.74039 0.54690 -0.70941  H5 1.005, H10 0.947
2 H -1.68914 -1.03498 0.63144  C4 1.108
3 N 0.32480 -1.35170 -0.10635  C4 1.478, H6 1.063, C12 1.307
4 C -0.76520 -0.47868 0.37626  H2 1.108, N3 1.478, C11 1.339
5 H 2.83200 1.35463 -1.30044  O1 1.005
6 H 1.25630 -0.87469 -0.29098  N3 1.063
7 C -1.78583 1.85322 0.62375  H9 1.080, C11 1.537, H14 1.165, H15 1.110
8 H 1.06560 -3.27561 -0.35663  C12 1.047
9 H -1.81620 2.84931 0.20800  C7 1.080
10 H 3.46801 0.56652 -0.10421  O1 0.947
11 C -0.69644 0.84876 0.21382  C4 1.339, C7 1.537, H13 1.049
12 C 0.24116 -2.63049 -0.36150  N3 1.307, H8 1.047, H16 1.049
13 H 0.13986 1.24695 -0.27958  C11 1.049
14 H -1.90279 2.01454 1.77151  C7 1.165
15 H -2.67546 1.34221 0.19917  C7 1.110
16 H -0.73707 -2.97688 -0.51484  C12 1.049

- HOMO-LUMO gap: 8.99 eV
- Charge: +1

Results of the natural (NBO) charge analysis, in e, for atoms 1 through 4: O -0.983; H 0.233; N -0.410; C -0.105

---

2) C4H10NO | ωB97M-V/def2-TZVPD

Last columns: bonded neighbours and bond lengths (Å).
Positions of all 16 atoms, in Å:
1 N 0.45065 -0.62433 0.16741  H4 1.032, C6 1.267, C14 1.432
2 H 2.67213 -2.16585 -2.31346  O7 0.980
3 H 0.55300 1.36183 0.67667  C14 1.134
4 H 0.33220 -0.93315 -0.80964  N1 1.032
5 H -1.78458 2.92309 0.43666  C10 1.121
6 C 1.10779 -1.37828 0.94447  N1 1.267, H8 1.076, H16 1.077
7 O 2.58472 -2.03248 -1.34640  H2 0.980, H15 0.988
8 H 1.43093 -0.93502 1.87038  C6 1.076
9 H -2.94411 1.95216 1.32653  C10 1.105
10 C -2.37654 1.97301 0.37876  H5 1.121, H9 1.105, C12 1.484, H13 1.102
11 H -2.13487 0.01822 -0.38821  C12 1.096
12 C -1.53637 0.77425 0.13296  C10 1.484, H11 1.096, C14 1.326
13 H -3.09238 2.18203 -0.43205  C10 1.102
14 C -0.24071 0.61394 0.36535  N1 1.432, H3 1.134, C12 1.326
15 H 3.42798 -1.52385 -1.42416  O7 0.988
16 H 1.55016 -2.20557 0.41473  C6 1.077

- HOMO-LUMO gap: 9.63 eV
- Charge: +1

Results of the natural (NBO) charge analysis, in e, for atoms 1 through 4: N -0.392; H 0.492; H 0.237; H 0.443

---

3) C4H10NO | ωB97M-V/def2-TZVPD

Last columns: bonded neighbours and bond lengths (Å).
Positions of all 16 atoms, in Å:
1 H 0.34534 0.36449 0.39254  C10 1.102
2 H -0.56319 -0.44883 -0.89872  C10 1.097
3 H -1.15506 4.20325 -0.74295  N12 1.017
4 C -0.31080 2.42025 -1.08832  N12 1.272, H13 1.082, H14 1.083
5 H 1.20998 -0.55483 -0.87412  C10 1.088
6 H 1.93763 -2.69084 -0.16017  C16 1.079
7 O -0.87368 -1.86053 1.40191  C9 1.371, H11 0.963
8 H 0.47028 4.23810 -1.34661  N12 1.016
9 C 0.24292 -1.75251 0.61330  O7 1.371, C10 1.500, C16 1.325
10 C 0.31845 -0.52919 -0.25089  H1 1.102, H2 1.097, H5 1.088, C9 1.500
11 H -1.32883 -1.01259 1.42984  O7 0.963
12 N -0.32305 3.69096 -1.02531  H3 1.017, C4 1.272, H8 1.016
13 H -1.15501 1.86216 -0.70548  C4 1.082
14 H 0.53256 1.90559 -1.53200  C4 1.083
15 H 1.01520 -3.60897 1.17925  C16 1.081
16 C 1.11840 -2.74422 0.53951  H6 1.079, C9 1.325, H15 1.081

- HOMO-LUMO gap: 5.57 eV
- Charge: +1

Results of the natural (NBO) charge analysis, in e, for atoms 1 through 4: H 0.179; H 0.201; H 0.451; C 0.168

---

Stability summary - winner: 1); margin: 0.0075 hartree.